Entry 1:
This record from OMol25 describes the molecule H3NO2S2 at a distorted geometry. The level of theory is the ωB97M-V functional and the def2-TZVPD basis.

```
8
Properties=species:S:1:pos:R:3:forces:R:3
N -0.94534 0.84993 -0.58948 -0.13 -0.60 1.66
O 0.79275 1.65805 1.02610 -0.35 0.67 -0.16
O 1.52944 -0.11930 -0.73934 -2.34 1.57 -1.80
S 2.93272 -0.16458 -0.01638 0.52 0.18 0.38
S 0.45332 1.64013 -0.38580 1.22 -2.81 0.35
H -1.49212 1.07998 -1.35780 -0.83 0.61 -1.73
H -1.46421 0.27808 0.09356 1.10 0.46 -0.19
H 2.28891 0.09665 1.10392 0.80 -0.07 1.48
```
Positions in Å, forces in eV/Å.

- ΔE to the lowest compared entry with this formula, charge and spin: 82.0 kJ/mol
- HOMO level (alpha / beta): -7.88 / -7.88 eV
- LUMO energy (alpha / beta): -0.284 / -0.285 eV
- Gap between HOMO and LUMO (alpha / beta): 7.60 / 7.59 eV
- Spin multiplicity: 1


Entry 2:
This record from OMol25 describes the molecule H3NO2Si at a distorted geometry. The level of theory is the ωB97M-V functional and the def2-TZVPD basis.

```
7
Properties=species:S:1:pos:R:3:forces:R:3
N 0.49669 -0.76110 0.39469 1.04 1.16 0.74
O 1.59950 -0.94008 0.88404 -0.39 -0.17 -0.16
O -0.36174 -1.58332 0.20913 -0.49 -2.08 0.22
Si -0.26506 0.77296 -0.26631 -0.23 -1.33 0.16
H 0.62374 1.83909 0.02052 0.40 1.09 -0.08
H -0.50018 0.06991 -1.47181 0.36 0.52 -1.85
H -1.59295 0.60253 0.22973 -0.70 0.82 0.96
```
Positions in Å, forces in eV/Å.

- ΔE to the lowest compared entry with this formula, charge and spin: 77.9 kJ/mol
- HOMO level: -10.60 eV
- SMILES: O=[N+]([O-])[SiH3]
- LUMO energy: 0.228 eV
- Gap between HOMO and LUMO: 10.83 eV
- Spin multiplicity: 1


Entry 3:
This record from OMol25 describes the molecule H3NO2Si at a distorted geometry. The level of theory is the ωB97M-V functional and the def2-TZVPD basis.

```
7
Properties=species:S:1:pos:R:3:forces:R:3
N 0.81906 -0.49080 0.23667 1.97 0.01 -0.53
O -2.09930 -0.47046 0.05966 -0.56 -0.66 0.10
O 1.92123 -0.26894 -0.22484 -1.50 -0.54 0.70
Si -0.82211 0.23385 -0.33509 -0.15 0.90 0.25
H 0.81625 -0.87184 1.20731 0.15 -0.01 -0.03
H -0.42646 0.69638 -1.64970 0.18 0.10 -0.47
H -0.20867 1.17183 0.70599 -0.09 0.21 -0.02
```
Positions in Å, forces in eV/Å.

- ΔE to the lowest compared entry with this formula, charge and spin: 20.9 kJ/mol
- HOMO level (alpha / beta): -9.92 / -9.92 eV
- LUMO energy (alpha / beta): -2.537 / -2.538 eV
- Gap between HOMO and LUMO (alpha / beta): 7.38 / 7.38 eV
- Spin multiplicity: 1


Entry 4:
This record from OMol25 describes the molecule H3NO3 at a distorted geometry. The level of theory is the ωB97M-V functional and the def2-TZVPD basis.

```
7
Properties=species:S:1:pos:R:3:forces:R:3
N 0.14108 -0.29311 -0.40559 -1.42 1.64 -0.95
O 1.35401 -0.20439 0.14639 0.26 1.54 2.05
O -0.36726 1.17426 0.20580 -0.37 -2.10 -0.31
O -0.51736 -1.30699 0.24951 0.04 0.55 0.44
H -1.11264 -1.68625 -0.41383 0.03 0.31 -0.03
H 1.12183 0.59872 0.77046 1.37 -1.64 -1.01
H -0.61965 1.71776 -0.55274 0.09 -0.29 -0.19
```
Positions in Å, forces in eV/Å.

- ΔE to the lowest compared entry with this formula, charge and spin: 213.4 kJ/mol
- HOMO level: -10.22 eV
- SMILES: ON(O)O
- LUMO energy: 0.848 eV
- Gap between HOMO and LUMO: 11.07 eV
- Spin multiplicity: 1


Entry 5:
This record from OMol25 describes a cluster of 2 separate species, H3NO3PS in total at a distorted geometry. The level of theory is the ωB97M-V functional and the def2-TZVPD basis.

```
9
Properties=species:S:1:pos:R:3:forces:R:3
N 1.33019 1.59781 -0.86137 -0.30 0.84 -0.81
O -2.88921 -0.69321 0.80913 2.80 -3.41 -0.63
O -0.33924 -1.16462 -0.12200 -1.84 0.32 -0.40
O 1.71918 -0.09232 0.98602 1.17 0.82 -0.82
P 2.34843 0.45867 -0.59381 -0.81 -1.10 2.06
S 1.07230 -1.40430 0.23557 1.59 -0.74 -0.17
H -1.86983 -1.01788 0.52770 -2.93 1.30 0.77
H 1.48340 2.08674 -1.74592 0.02 -0.18 0.17
H -2.85522 0.22911 0.76467 0.30 2.14 -0.17
```
Positions in Å, forces in eV/Å.

- ΔE to the lowest compared entry with this formula, charge and spin: 111.0 kJ/mol
- HOMO level (alpha / beta): -2.99 / -2.99 eV
- LUMO energy (alpha / beta): 3.805 / 3.805 eV
- Gap between HOMO and LUMO (alpha / beta): 6.79 / 6.79 eV
- Total charge: -1
- Spin multiplicity: 1


Entry 6:
This record from OMol25 describes a structure of composition H3NO3Si at a distorted geometry. The level of theory is the ωB97M-V functional and the def2-TZVPD basis.

```
8
Properties=species:S:1:pos:R:3:forces:R:3
N -0.03784 1.72585 -1.53728 0.93 1.43 -1.40
O -0.21411 0.62670 -0.77835 -0.29 -0.79 0.51
O 0.94289 1.73551 -2.20587 -0.97 -0.51 0.96
O 1.67036 -0.84184 0.60687 0.28 -0.37 0.23
Si 0.60618 -0.77398 -0.44866 0.10 0.79 -0.19
H -1.59798 -0.68272 2.64902 0.35 0.92 0.60
H -0.01902 -1.72958 -1.32767 -0.05 -0.55 -0.09
H -1.35047 -0.05994 3.04194 -0.35 -0.93 -0.61
```
Positions in Å, forces in eV/Å.

- ΔE to the lowest compared entry with this formula, charge and spin: 141.1 kJ/mol
- HOMO level: -11.15 eV
- LUMO energy: -0.517 eV
- Gap between HOMO and LUMO: 10.64 eV
- Spin multiplicity: 1


Entry 7:
This record from OMol25 describes a cluster of 2 separate species, H3NO4P in total at a distorted geometry. The level of theory is the ωB97M-V functional and the def2-TZVPD basis.

```
9
Properties=species:S:1:pos:R:3:forces:R:3
N -2.08094 -0.59956 0.71514 3.29 0.09 -0.47
O 0.75928 0.90515 0.83231 0.53 0.53 0.36
O 2.70778 1.49217 -0.80312 0.90 -0.16 0.06
O 0.89525 -0.33292 -1.42346 -0.31 1.11 -0.61
O 1.71769 -1.04751 -0.42131 1.77 -0.70 0.76
P 1.70707 0.57179 -0.26188 -3.04 -0.82 -0.55
H -1.73419 -1.05482 -0.18958 -1.52 1.13 1.28
H -2.80178 0.11050 0.64126 0.08 -0.27 -0.84
H -1.17015 -0.04481 0.91063 -1.71 -0.91 0.03
```
Positions in Å, forces in eV/Å.

- ΔE to the lowest compared entry with this formula, charge and spin: 76.1 kJ/mol
- HOMO level: -5.37 eV
- LUMO energy: 4.236 eV
- Gap between HOMO and LUMO: 9.61 eV
- Total charge: -1
- Spin multiplicity: 1


Entry 8:
This record from OMol25 describes a cluster of 2 separate species, H3NO4S in total at a distorted geometry. The level of theory is the ωB97M-V functional and the def2-TZVPD basis.

```
9
Properties=species:S:1:pos:R:3:forces:R:3
N 0.96674 -0.29198 -0.44919 -1.39 -0.15 -1.17
O 0.39022 -0.84881 -2.93299 0.54 -0.02 1.61
O 2.09244 -0.96143 -0.75760 -0.20 0.25 -0.10
O -1.44020 0.47652 0.36730 -0.32 0.38 -0.74
O -0.67410 0.35167 1.53545 -0.33 0.23 1.59
S -0.08959 -0.27156 -1.65274 0.03 0.61 -0.10
H 0.15002 0.04142 1.14986 0.52 -0.17 -0.22
H 1.80767 -1.22146 -1.64446 1.53 -1.06 -1.20
H -2.33669 0.48684 0.69834 -0.36 -0.07 0.32
```
Positions in Å, forces in eV/Å.

- ΔE to the lowest compared entry with this formula, charge and spin: 234.5 kJ/mol
- HOMO level: -10.07 eV
- LUMO energy: -0.948 eV
- Gap between HOMO and LUMO: 9.12 eV
- Spin multiplicity: 1


Entry 9:
This record from OMol25 describes a cluster of 2 separate species, H3NOS in total at a distorted geometry. The level of theory is the ωB97M-V functional and the def2-TZVPD basis.

```
6
Properties=species:S:1:pos:R:3:forces:R:3
N -0.76214 -0.89390 -0.44020 0.53 2.10 0.59
O 0.79857 1.18797 0.26134 -0.06 -0.01 0.34
S 0.80574 -0.02797 -0.59202 -1.18 -1.18 -0.49
H -1.22037 -0.78631 -1.36510 0.10 0.02 0.89
H -1.28681 -0.31687 0.29483 0.68 -1.11 -1.44
H 1.66501 0.83708 1.84116 -0.07 0.17 0.11
```
Positions in Å, forces in eV/Å.

- ΔE to the lowest compared entry with this formula, charge and spin: 315.9 kJ/mol
- HOMO level (alpha / beta): -9.00 / -8.84 eV
- LUMO energy (alpha / beta): -1.070 / 0.174 eV
- Gap between HOMO and LUMO (alpha / beta): 7.93 / 9.02 eV
- Spin multiplicity: 1


Entry 10:
This record from OMol25 describes a cluster of 2 separate species, H3NOS in total at a distorted geometry. The level of theory is the ωB97M-V functional and the def2-TZVPD basis.

```
6
Properties=species:S:1:pos:R:3:forces:R:3
N -1.22372 0.00052 0.28955 -0.52 0.80 1.67
O 0.74418 -0.09087 0.68823 -1.40 -2.06 1.40
S 1.57318 0.92107 0.00306 1.24 2.41 0.18
H -1.32936 -0.86184 0.80632 -0.02 -0.25 0.71
H -1.38755 -0.34073 -0.62023 0.24 -0.41 -2.07
H 1.62327 0.37185 -1.16693 0.47 -0.49 -1.88
```
Positions in Å, forces in eV/Å.

- ΔE to the lowest compared entry with this formula, charge and spin: 305.4 kJ/mol
- HOMO level (alpha / beta): -9.43 / -9.12 eV
- LUMO energy (alpha / beta): -0.914 / 0.023 eV
- Gap between HOMO and LUMO (alpha / beta): 8.51 / 9.15 eV
- Spin multiplicity: 1


Entry 11:
This record from OMol25 describes the molecule H3NOS at a distorted geometry. The level of theory is the ωB97M-V functional and the def2-TZVPD basis.

```
6
Properties=species:S:1:pos:R:3:forces:R:3
N 0.97341 -0.02426 -0.15827 -2.59 -2.69 2.41
O -2.12900 -0.26057 -0.09232 1.95 -0.26 0.33
S -0.86445 0.52868 -0.08600 1.71 1.33 0.38
H 1.00913 -1.06571 0.12996 0.10 2.14 -0.34
H 1.42052 0.01472 -1.03299 -0.03 0.14 -1.85
H -0.40960 0.80713 1.23962 -1.14 -0.66 -0.92
```
Positions in Å, forces in eV/Å.

- ΔE to the lowest compared entry with this formula, charge and spin: 121.4 kJ/mol
- HOMO level: -9.56 eV
- LUMO energy: 0.293 eV
- Gap between HOMO and LUMO: 9.85 eV
- Spin multiplicity: 1


Entry 12:
This record from OMol25 describes a structure of composition H3NP2S at a distorted geometry. The level of theory is the ωB97M-V functional and the def2-TZVPD basis.

```
7
Properties=species:S:1:pos:R:3:forces:R:3
N 0.94702 -0.26760 0.08068 -2.14 0.12 0.60
P -0.51851 -1.24537 0.47430 -0.10 -0.56 -2.44
P 0.20561 1.26626 -0.25267 -0.96 -0.44 -0.97
S -1.59826 0.58588 0.74715 0.64 -0.12 -0.19
H 1.57361 -0.42187 -0.67253 0.55 -1.20 -0.64
H -1.34078 -1.84305 -1.17751 1.50 1.15 2.33
H 0.73130 1.92575 0.80058 0.51 1.04 1.31
```
Positions in Å, forces in eV/Å.

- ΔE to the lowest compared entry with this formula, charge and spin: 182.7 kJ/mol
- HOMO level: -8.20 eV
- LUMO energy: -0.130 eV
- Gap between HOMO and LUMO: 8.08 eV
- Spin multiplicity: 1


What is the ΔE to the lowest compared entry with this formula, charge and spin in the third record?
20.9 kJ/mol


What did the ninth record say?
This record from OMol25 describes a cluster of 2 separate species, H3NOS in total at a distorted geometry. The level of theory is the ωB97M-V functional and the def2-TZVPD basis.

```
6
Properties=species:S:1:pos:R:3:forces:R:3
N -0.76214 -0.89390 -0.44020 0.53 2.10 0.59
O 0.79857 1.18797 0.26134 -0.06 -0.01 0.34
S 0.80574 -0.02797 -0.59202 -1.18 -1.18 -0.49
H -1.22037 -0.78631 -1.36510 0.10 0.02 0.89
H -1.28681 -0.31687 0.29483 0.68 -1.11 -1.44
H 1.66501 0.83708 1.84116 -0.07 0.17 0.11
```
Positions in Å, forces in eV/Å.

- ΔE to the lowest compared entry with this formula, charge and spin: 315.9 kJ/mol
- HOMO level (alpha / beta): -9.00 / -8.84 eV
- LUMO energy (alpha / beta): -1.070 / 0.174 eV
- Gap between HOMO and LUMO (alpha / beta): 7.93 / 9.02 eV
- Spin multiplicity: 1


Which of these has the lowest ΔE to the lowest compared entry with this formula, charge and spin?
number 3